1.
# C7H12

The molecule C7H12 (ωB97M-V with the def2-TZVPD basis set, the OMol25 dataset).

Values from the calculation:
Calculated total energy, eV: -7452.0853
2S+1: 1
Charge: 0
Energy relative to the best compared isomer or geometry (same formula, charge and spin), kcal/mol: 31.0
Structure (SMILES): CC=C=CCCC
Strongest force on any atom, eV/A: 0.22
Orbital gap, eV: 10.33
Highest occupied orbital energy, eV: -9.24

Each atom is followed by the atoms it is bonded to, with distances in Å.
Geometry (Å):
1 C -2.703 -1.926 -1.334  C2 1.506, H8 1.093, H9 1.095, H10 1.097
2 C -2.158 -0.554 -1.034  C1 1.506, C3 1.308, H11 1.091
3 C -0.916 -0.172 -1.187  C2 1.308, C4 1.309
4 C 0.332 0.215 -1.257  C3 1.309, C5 1.515, H12 1.091
5 C 1.279 0.093 -0.081  C4 1.515, C6 1.533, H13 1.097, H14 1.098
6 C 1.127 1.254 0.909  C5 1.533, C7 1.526, H15 1.098, H16 1.098
7 C 2.063 1.122 2.107  C6 1.526, H17 1.097, H18 1.096, H19 1.095
8 H -1.957 -2.560 -1.820  C1 1.093
9 H -3.582 -1.860 -1.985  C1 1.095
10 H -3.024 -2.415 -0.407  C1 1.097
11 H -2.867 0.174 -0.637  C2 1.091
12 H 0.700 0.693 -2.166  C4 1.091
13 H 1.086 -0.849 0.448  C5 1.097
14 H 2.314 0.047 -0.444  C5 1.098
15 H 0.083 1.282 1.249  C6 1.098
16 H 1.306 2.205 0.391  C6 1.098
17 H 1.874 0.188 2.651  C7 1.097
18 H 3.112 1.112 1.788  C7 1.096
19 H 1.932 1.951 2.811  C7 1.095


2.
# C7H12

A cluster of 2 separate species, C7H12 in total in a non-equilibrium geometry (ωB97M-V with the def2-TZVPD basis set, the OMol25 dataset).

Values from the calculation:
Calculated total energy, eV: -7446.8976
2S+1: 1
Charge: 0
Energy relative to the best compared isomer or geometry (same formula, charge and spin), kcal/mol: 150.7
Strongest force on any atom, eV/A: 1.46
Orbital gap (alpha / beta), eV: 9.64 / 7.44
Highest occupied orbital energy (alpha / beta), eV: -9.28 / -8.09

Each atom is followed by the atoms it is bonded to, with distances in Å.
Geometry (Å):
1 C -2.820 0.591 0.284  C2 1.455, H8 1.085, H10 1.086
2 C -2.102 -0.102 -0.776  C1 1.455, C3 1.572, H11 1.098, H12 1.099
3 C -0.573 -0.095 -0.413  C2 1.572, C4 1.524, H13 1.092, H14 1.092
4 C 0.358 -0.778 -1.408  C3 1.524, C5 1.467, H15 1.096, H16 1.095
5 C 1.668 -0.637 -0.762  C4 1.467, C6 1.207
6 C 2.451 -0.317 0.098  C5 1.207, C7 1.459
7 C 3.089 0.194 1.307  C6 1.459, H17 1.105, H18 1.094, H19 1.094
8 H -3.341 0.028 1.050  C1 1.085
9 H -0.220 0.947 1.825  no bonds
10 H -3.135 1.620 0.138  C1 1.086
11 H -2.403 -1.153 -0.879  C2 1.098
12 H -2.201 0.397 -1.749  C2 1.099
13 H -0.506 -0.553 0.576  C3 1.092
14 H -0.300 0.952 -0.266  C3 1.092
15 H 0.073 -1.827 -1.541  C4 1.096
16 H 0.312 -0.284 -2.384  C4 1.095
17 H 2.260 0.607 1.909  C7 1.105
18 H 3.805 0.996 1.102  C7 1.094
19 H 3.586 -0.588 1.888  C7 1.094


3.
# C7H12

The molecule C7H12 (ωB97M-V with the def2-TZVPD basis set, the OMol25 dataset).

Values from the calculation:
Calculated total energy, eV: -7449.2860
2S+1: 1
Charge: 0
Energy relative to the best compared isomer or geometry (same formula, charge and spin), kcal/mol: 95.6
Strongest force on any atom, eV/A: 0.37
Orbital gap, eV: 8.38
Highest occupied orbital energy, eV: -8.12

Each atom is followed by the atoms it is bonded to, with distances in Å.
Geometry (Å):
1 C 0.575 2.705 0.581  C2 1.480, H8 1.097, H9 1.101, H10 1.095
2 C -0.199 1.692 -0.170  C1 1.480, C3 1.486
3 C 0.570 0.473 -0.529  C2 1.486, C4 1.527, H12 1.101, H13 1.105
4 C -0.201 -0.773 -0.100  C3 1.527, C5 1.502, C6 1.500, C7 1.515
5 C -1.039 -1.515 -1.101  C4 1.502, C6 1.505, H14 1.086, H15 1.087
6 C 0.274 -2.089 -0.642  C4 1.500, C5 1.505, H16 1.087, H17 1.085
7 C -0.659 -0.709 1.343  C4 1.515, H11 1.103, H18 1.099, H19 1.091
8 H 0.574 3.631 -0.006  C1 1.097
9 H 1.609 2.502 0.898  C1 1.101
10 H -0.011 2.982 1.464  C1 1.095
11 H -1.315 0.165 1.493  C7 1.103
12 H 0.642 0.479 -1.628  C3 1.101
13 H 1.608 0.419 -0.154  C3 1.105
14 H -1.100 -1.154 -2.123  C5 1.086
15 H -1.949 -2.002 -0.760  C5 1.087
16 H 1.104 -2.088 -1.344  C6 1.087
17 H 0.251 -2.954 0.012  C6 1.085
18 H 0.200 -0.651 2.025  C7 1.099
19 H -1.239 -1.592 1.615  C7 1.091


Copy entry 3 word for word.
# C7H12

The molecule C7H12 (ωB97M-V with the def2-TZVPD basis set, the OMol25 dataset).

Values from the calculation:
Calculated total energy, eV: -7449.2860
2S+1: 1
Charge: 0
Energy relative to the best compared isomer or geometry (same formula, charge and spin), kcal/mol: 95.6
Strongest force on any atom, eV/A: 0.37
Orbital gap, eV: 8.38
Highest occupied orbital energy, eV: -8.12

Each atom is followed by the atoms it is bonded to, with distances in Å.
Geometry (Å):
1 C 0.575 2.705 0.581  C2 1.480, H8 1.097, H9 1.101, H10 1.095
2 C -0.199 1.692 -0.170  C1 1.480, C3 1.486
3 C 0.570 0.473 -0.529  C2 1.486, C4 1.527, H12 1.101, H13 1.105
4 C -0.201 -0.773 -0.100  C3 1.527, C5 1.502, C6 1.500, C7 1.515
5 C -1.039 -1.515 -1.101  C4 1.502, C6 1.505, H14 1.086, H15 1.087
6 C 0.274 -2.089 -0.642  C4 1.500, C5 1.505, H16 1.087, H17 1.085
7 C -0.659 -0.709 1.343  C4 1.515, H11 1.103, H18 1.099, H19 1.091
8 H 0.574 3.631 -0.006  C1 1.097
9 H 1.609 2.502 0.898  C1 1.101
10 H -0.011 2.982 1.464  C1 1.095
11 H -1.315 0.165 1.493  C7 1.103
12 H 0.642 0.479 -1.628  C3 1.101
13 H 1.608 0.419 -0.154  C3 1.105
14 H -1.100 -1.154 -2.123  C5 1.086
15 H -1.949 -2.002 -0.760  C5 1.087
16 H 1.104 -2.088 -1.344  C6 1.087
17 H 0.251 -2.954 0.012  C6 1.085
18 H 0.200 -0.651 2.025  C7 1.099
19 H -1.239 -1.592 1.615  C7 1.091